# 1
Below is a 5-piece molecular cluster, C5H20O5 overall, with properties calculated with ωB97M-V/def2-TZVPD.

The geometry in ORCA input format:
```
! RIJCOSX wB97M-V def2-TZVPD def2/J DEFGRID3
* xyz 0 1
C 5.45743 -0.92329 -0.48467
O 6.79465 -0.53566 -0.22092
H 5.30560 -1.98724 -0.25956
H 4.74871 -0.32677 0.08743
H 5.24819 -0.81495 -1.55039
H 6.81425 -0.10108 0.63342
C -0.41619 -0.10065 2.78431
O 0.64268 0.57739 2.13074
H -1.29969 0.53931 2.84128
H -0.69527 -1.01092 2.24104
H -0.05991 -0.39027 3.77030
H 0.61892 0.34728 1.19368
C 1.14483 -0.38919 -1.43774
O 0.04776 -0.36408 -0.52260
H 1.17510 0.48948 -2.07765
H 2.07981 -0.44557 -0.86961
H 1.13209 -1.31580 -2.02096
H -0.62114 0.25102 -0.85779
C -3.52600 -0.41329 0.87136
O -4.09612 -1.70864 0.97599
H -4.16684 0.19601 0.24015
H -3.40729 0.07343 1.84374
H -2.54268 -0.46236 0.39366
H -3.40459 -2.31715 1.24777
C -3.10356 2.06781 -1.66006
O -1.95754 1.19656 -1.79172
H -4.01111 1.49636 -1.85336
H -3.10821 2.37938 -0.61934
H -3.02972 2.93790 -2.30688
H -1.76416 1.05497 -2.72163
*
```

E_tot = -578.6017 Ha

Here are the Mulliken charges for atoms 1 to 8, given in e: number 1, C, carries -0.47; number 2, O, carries -0.52; number 3, H, carries 0.26; number 4, H, carries 0.20; number 5, H, carries 0.21; number 6, H, carries 0.31; number 7, C, carries -0.49; number 8, O, carries -0.56

=====

# 2
Below is an isolated molecule of C4H6N2O2 in a non-equilibrium geometry, with properties calculated with ωB97M-V/def2-TZVPD.

The geometry in ORCA input format:
```
! RIJCOSX wB97M-V def2-TZVPD def2/J DEFGRID3
* xyz 0 1
O -3.47504 0.73925 0.05615
C -2.51456 -0.04361 0.22357
N -1.25146 0.00759 -0.48236
N -0.21849 -0.77587 0.03071
C 1.03070 -1.01841 -0.60643
C 1.10877 -0.26625 0.64359
C 1.42240 1.21983 0.31682
O 0.69641 1.91892 -0.35849
H -2.49269 -0.85152 0.98898
H -1.05786 0.78488 -1.04515
H 1.23139 -0.34336 -1.49348
H 1.46971 -2.04701 -0.51481
H 1.45669 -0.84624 1.40335
H 2.59405 1.52183 0.83754
*
```

E_tot = -415.8756 Ha

Here are the Mulliken charges for atoms 1 to 8, given in e: number 1, O, carries -0.54; number 2, C, carries 0.07; number 3, N, carries -0.06; number 4, N, carries -0.30; number 5, C, carries -0.47; number 6, C, carries -0.17; number 7, C, carries 0.11; number 8, O, carries -0.46

=====

# 3
Below is C34H58BBrCaCsFIKLiMgN2O12P as an isolated structure in a non-equilibrium geometry, with properties calculated with ωB97M-V/def2-TZVPD.

The geometry in ORCA input format:
```
! RIJCOSX wB97M-V def2-TZVPD def2/J DEFGRID3
* xyz 2 1
C 1.71926 -1.34742 -1.11500
C 0.60362 -0.95340 -1.39734
C -0.67688 -0.21093 -1.87394
C -1.93326 -0.89758 -1.20681
N -2.07391 -0.36929 0.17706
C -2.96215 -1.23360 1.05208
C -2.60249 -1.11606 2.57130
C -1.22602 -1.77239 2.94968
C -1.26851 -3.34801 3.04202
C -0.38289 -3.94492 1.84415
C 0.93599 -4.51853 2.49158
O 1.85976 -4.96017 1.46870
C 2.69474 -3.96690 1.03320
C 3.68139 -4.39851 -0.12180
O 2.71437 -2.81914 1.43150
C -2.36540 1.09650 0.27772
C -3.85501 1.55034 0.02777
C -4.55717 1.21138 -1.30594
C -4.52181 2.03090 -2.52748
C -5.22526 1.69065 -3.75954
C -6.08722 0.43257 -3.83188
C -6.14085 -0.37483 -2.60960
C -5.41236 -0.00181 -1.38802
C -1.22319 1.99133 -0.41228
C -1.71293 3.48439 -0.56595
C -0.72893 4.62174 -1.00355
C -0.28975 5.63065 0.15545
F 0.50191 4.25894 -1.71026
B -0.05513 2.08055 0.74856
O -0.20830 2.95366 1.86672
N 1.15937 1.24175 0.75884
C 1.40158 0.76150 2.16404
C 2.38652 1.98994 0.35317
C -0.59303 1.35895 -1.71868
C -1.07616 1.99251 -3.06294
C -0.09327 1.75216 -4.28151
C -0.79137 2.51989 -5.51919
I 1.84419 2.61517 -3.96580
H 2.76389 -1.70228 -1.22305
H -0.74577 -0.50607 -2.98531
H -1.64856 -1.98575 -1.09205
H -2.86452 -0.89945 -1.81976
H -1.14103 -0.54619 0.60945
H -2.73255 -2.30216 0.76374
H -4.04728 -1.09237 0.86081
H -3.39705 -1.69433 3.12871
H -2.64548 -0.07398 2.98175
H -0.37678 -1.39999 2.29648
H -0.97093 -1.39937 3.98615
H -0.77839 -3.65995 4.07228
H -2.32697 -3.69425 2.99219
H -0.18047 -3.15613 1.06593
H -0.99394 -4.75649 1.35110
H 0.61774 -5.45210 3.03840
H 1.37927 -3.84626 3.26497
H 3.83707 -5.51856 0.03987
H 3.18197 -4.31394 -1.12583
H 4.65487 -3.86000 -0.07171
H -2.23217 1.31044 1.38258
H -4.47221 1.04533 0.83209
H -4.05632 2.64969 0.23415
H -3.93847 2.98124 -2.55165
H -5.14648 2.33001 -4.67523
H -6.66112 0.17442 -4.79850
H -6.76159 -1.30838 -2.62518
H -5.57292 -0.69613 -0.53355
H -2.15429 3.78480 0.42708
H -2.57263 3.47698 -1.27979
H -1.30371 5.28153 -1.72057
H 0.81352 5.60548 0.35262
H -0.55437 6.68240 -0.15686
H -0.92569 5.41467 1.04335
H -1.08098 2.84451 2.28317
H 1.91904 -0.24236 2.14138
H 2.02582 1.47818 2.76519
H 0.43944 0.63403 2.73358
H 2.62934 1.69962 -0.71408
H 2.30768 3.10409 0.46791
H 3.24665 1.62930 0.98133
H 0.51211 1.59493 -1.66670
H -1.22689 3.09702 -3.04487
H -2.01017 1.42971 -3.37001
H -0.01927 0.68659 -4.61052
H -1.84825 2.76500 -5.22707
H -0.80756 1.84598 -6.41004
H -0.22313 3.47155 -5.71884
Br -1.83500 -3.79979 5.40238
Ca -8.19148 1.14451 -4.37315
O -5.06945 4.79872 0.39289
P -4.40810 5.86811 -0.50311
O -4.00724 5.20680 -1.84977
O -3.13883 6.38164 0.19589
O -5.38107 7.02905 -0.74831
Li -7.39053 7.89624 -1.40686
O 9.36107 -4.72484 1.07869
C 8.12703 -4.71445 0.73420
C 7.98361 -4.02209 -0.80978
O 6.75236 -4.01011 -1.12405
H 7.42756 -4.14528 1.38191
H 7.61934 -5.68884 0.65960
H 8.67013 -4.61260 -1.44005
H 8.50527 -3.05363 -0.72923
O 1.75584 6.56027 -2.52837
H 1.20511 5.72439 -2.48402
H 2.10754 6.71699 -3.45692
H 2.48048 6.54705 -1.86329
K 6.98835 -6.42756 2.16142
C 6.05761 -6.75129 7.82448
C 6.61264 -6.52261 6.41520
O 6.42401 -5.37319 5.94101
O 7.18832 -7.51307 5.90678
H 5.57071 -5.85494 8.20911
H 5.32773 -7.56225 7.80591
H 6.86961 -7.02256 8.50079
Cs 1.88753 6.23761 -4.95690
Mg -0.85005 -2.25527 -4.04764
*
```

E_tot = -7184.3787 Ha

Here are the Mulliken charges for atoms 1 to 8, given in e: number 1, C, carries -0.34; number 2, C, carries -0.73; number 3, C, carries 2.78; number 4, C, carries -1.25; number 5, N, carries 1.93; number 6, C, carries -0.32; number 7, C, carries -0.78; number 8, C, carries 0.34

=====

# 4
Below is an isolated ion of composition C5H15N2O and charge +1 in a non-equilibrium geometry, with properties calculated with ωB97M-V/def2-TZVPD.

The geometry in ORCA input format:
```
! RIJCOSX wB97M-V def2-TZVPD def2/J DEFGRID3
* xyz 1 1
C 2.04866 2.40517 -1.76003
N 1.32197 1.17484 -1.43884
C 0.43442 1.36534 -0.19725
C -0.67367 0.34215 -0.28342
C -0.45351 -0.94063 0.49538
N -0.45945 -0.86121 2.03292
C -1.52791 -1.97724 0.19227
O -1.34837 -3.03606 1.17164
H 2.70651 2.20724 -2.60923
H 2.60259 2.70144 -0.87467
H 1.38348 3.14610 -2.18043
H 1.90966 0.37941 -1.22864
H -0.02360 2.35638 -0.37113
H 1.11742 1.50858 0.62344
H -0.90167 0.15996 -1.33359
H -1.64449 0.75333 0.05614
H 0.55569 -1.32045 0.31360
H 0.22194 -1.51571 2.41942
H -0.11296 0.05567 2.31731
H -1.39764 -1.05401 2.39859
H -1.57751 -2.39220 -0.80809
H -2.55777 -1.62230 0.34581
H -1.62376 -3.83581 0.71883
*
```

E_tot = -383.9746 Ha

Here are the Mulliken charges for atoms 1 to 8, given in e: number 1, C, carries -0.91; number 2, N, carries -0.39; number 3, C, carries -0.71; number 4, C, carries -1.02; number 5, C, carries 0.07; number 6, N, carries -0.27; number 7, C, carries -0.83; number 8, O, carries -0.54

=====

# 5
Below is an isolated molecule of C3H7NS2 in a non-equilibrium geometry, with properties calculated with ωB97M-V/def2-TZVPD.

The geometry in ORCA input format:
```
! RIJCOSX wB97M-V def2-TZVPD def2/J DEFGRID3
* xyz 0 1
C -1.31018 -0.55650 1.54838
S -1.35586 0.26945 -0.00995
N 0.32261 0.36698 -0.49305
C 0.67730 -0.60187 -1.61578
C 1.00381 1.42145 -0.01819
S 0.92306 2.63748 1.10829
H -2.34532 -0.66521 1.75290
H -1.31528 -1.64218 1.22947
H -0.82602 -0.03197 2.45934
H 0.33176 -1.77829 -1.47139
H 0.12679 -0.18788 -2.69910
H 1.81324 -0.48911 -1.46044
H 1.95408 1.25765 -0.33049
*
```

E_tot = -969.5148 Ha

Here are the Mulliken charges for atoms 1 to 8, given in e: number 1, C, carries -0.82; number 2, S, carries -0.06; number 3, N, carries -0.04; number 4, C, carries -0.62; number 5, C, carries -0.08; number 6, S, carries -0.27; number 7, H, carries 0.32; number 8, H, carries 0.30